No. 1
The following is a quantum chemistry calculation of a structure of composition C21H31Cl3F3Ge2IrO3, from the OMol25 dataset.

Computed properties:
multiplicity: 2
gap between HOMO and LUMO (spin up / spin down): 5.74 / 5.77 eV
⟨S²⟩: 0.8004
HOMO (spin up / spin down): -0.696 / -0.696 hartree
total charge: +3

Each line ends with the Mulliken charge.
Atoms and positions in Å:
Ir (-0.7374, 0.5751, -0.1284)  0.94
C (1.9712, -2.0791, -2.5059)  -1.57
C (0.5306, -1.8820, -2.0835)  0.90
C (-0.3518, -1.5693, -3.2773)  -1.50
C (-0.0022, -3.0916, -1.3426)  -1.25
O (0.5223, -0.7025, -1.1507)  -0.02
Ge (1.6982, -0.6350, 0.2334)  0.01
O (0.2182, -0.7603, 1.2447)  0.08
C (-0.1286, -1.4425, 2.5166)  1.17
C (-1.4738, -2.1155, 2.3206)  -1.42
C (-0.1713, -0.4038, 3.6161)  -1.32
C (0.9530, -2.4797, 2.7835)  -1.84
O (1.2363, 1.1238, 0.2003)  0.45
C (2.0946, 2.3717, 0.2319)  1.03
C (2.7673, 2.5580, -1.1071)  -1.22
C (3.1066, 2.1352, 1.3378)  -1.71
C (1.1800, 3.5268, 0.5754)  -1.31
H (2.0405, -2.8384, -3.2830)  0.51
H (2.5816, -2.4334, -1.6583)  0.41
H (2.4018, -1.1548, -2.8952)  0.33
H (-0.3854, -2.4511, -3.9148)  0.49
H (0.0404, -0.7383, -3.8599)  0.30
H (-1.3689, -1.3432, -2.9571)  0.34
H (0.1081, -3.9799, -1.9616)  0.54
H (-1.0588, -2.9761, -1.0964)  0.30
H (0.5535, -3.2623, -0.4132)  0.20
H (-2.2195, -1.3899, 1.9792)  0.32
H (-1.8131, -2.5333, 3.2665)  0.51
H (-1.4160, -2.9217, 1.5898)  0.29
H (-0.8598, 0.4035, 3.3521)  0.20
H (0.8132, 0.0317, 3.7919)  0.29
H (-0.5134, -0.8571, 4.5446)  0.51
H (1.0422, -3.1734, 1.9443)  0.38
H (0.7058, -3.0597, 3.6707)  0.52
H (1.9168, -1.9905, 2.9616)  0.47
H (3.4148, 1.7102, -1.3481)  0.35
H (3.3887, 3.4518, -1.0760)  0.50
H (2.0408, 2.6749, -1.9065)  0.16
H (3.7611, 1.2875, 1.0999)  0.45
H (2.6166, 1.9491, 2.2945)  0.34
H (3.7407, 3.0145, 1.4420)  0.50
H (0.3971, 3.6368, -0.1734)  0.21
H (1.7614, 4.4467, 0.5937)  0.52
H (0.7205, 3.3822, 1.5542)  0.33
F (-8.3228, 4.9531, 3.0075)  -0.23
C (-7.1655, 5.1868, 3.5978)  0.69
F (-6.8523, 6.4725, 3.4881)  -0.20
F (-7.2333, 4.8496, 4.8812)  -0.20
C (-6.0388, 4.3619, 2.9558)  0.53
C (-4.7202, 4.5963, 3.4324)  -0.96
C (-3.6757, 3.9168, 2.8942)  -0.47
C (-3.9325, 2.9527, 1.8538)  0.81
C (-5.2976, 2.7246, 1.3956)  -0.46
C (-6.3230, 3.4283, 1.9481)  -0.72
C (-2.9227, 2.2681, 1.2909)  0.63
C (-2.0248, 1.5663, 0.7133)  -0.14
H (-4.5606, 5.3217, 4.2195)  0.47
H (-2.6644, 4.0839, 3.2368)  0.53
H (-5.4756, 2.0040, 0.6087)  0.52
H (-7.3415, 3.2819, 1.6150)  0.56
Cl (0.1009, 2.0291, -3.5817)  -0.20
Ge (-1.3933, 1.9622, -2.1167)  0.52
Cl (-1.8993, 3.9310, -1.5177)  -0.20
Cl (-3.1150, 0.8971, -2.7072)  -0.19

Forces on atoms 1 to 6 (eV/Å):
-0.4 0.3 -0.8
0.2 0.3 0.3
-0.4 -0.6 -0.5
0.1 0.3 0.2
0.0 0.2 0.4
0.7 -0.5 -1.4



No. 2
The following is a quantum chemistry calculation of a cluster of 2 separate species, CH2N4 in total, from the OMol25 dataset.

Computed properties:
gap between HOMO and LUMO: 11.33 eV
SMILES string: N=C=N.N#N
HOMO: -0.376 hartree
total charge: 0

Each line ends with the Mulliken charge.
Atoms and positions in Å:
N (-0.0903, 1.3491, -1.3226)  -0.46
C (-0.5420, 0.8569, -0.3201)  0.39
N (-1.2500, 0.4010, 0.5393)  -0.47
H (0.6097, 2.0562, -1.4084)  0.26
H (-1.1999, -0.4708, 1.0177)  0.29
N (0.7062, -2.2209, 0.8210)  0.03
N (1.7663, -1.9714, 0.6731)  -0.04

Forces on atoms 1 to 6 (eV/Å):
0.3 0.2 -0.9
-0.3 -0.1 -0.1
-0.6 0.2 0.6
0.3 0.1 0.3
0.3 -0.3 0.1
1.5 0.3 -0.2



No. 3
The following is a quantum chemistry calculation of a cluster of 2 separate species, C4H12O2 in total, from the OMol25 dataset.

Computed properties:
gap between HOMO and LUMO: 10.35 eV
SMILES string: CCO.CCO
HOMO: -0.354 hartree
total charge: 0

Each line ends with the Mulliken charge.
Atoms and positions in Å:
C (-2.0745, 1.4623, -2.1409)  -0.89
C (-1.0835, 0.9902, -0.9592)  -0.29
O (-0.3625, -0.1113, -1.4500)  -0.56
H (-1.7387, 2.3467, -2.6128)  0.35
H (-2.0986, 0.7543, -3.0756)  0.24
H (-3.1505, 1.3515, -1.7260)  0.24
H (-1.7832, 0.5530, -0.0921)  0.22
H (-0.4667, 1.7954, -0.5637)  0.35
H (0.3034, 0.2561, -2.1595)  0.31
C (2.2104, -1.3513, 1.1682)  -1.08
C (1.1366, -0.8322, 2.1484)  -0.08
O (0.0907, -0.2175, 1.4688)  -0.48
H (2.6736, -0.5607, 0.5032)  0.31
H (2.9589, -1.7450, 1.8473)  0.33
H (1.9544, -1.9928, 0.3028)  0.32
H (1.5233, 0.0271, 2.8434)  0.19
H (0.5721, -1.6931, 2.7651)  0.19
H (0.2915, -0.0757, 0.5194)  0.32

Forces on atoms 1 to 6 (eV/Å):
-1.0 -2.9 0.5
-3.9 -0.9 -0.4
3.1 0.7 -1.6
-0.4 1.6 0.1
0.4 0.6 2.1
1.7 1.1 -0.9



Number 1: strongest force on any atom 1.82 eV/Å, E_tot -189984.197 eV. Number 2: strongest force on any atom 1.53 eV/Å, E_tot -7029.945 eV. Number 3: strongest force on any atom 3.98 eV/Å, E_tot -8435.297 eV.